This record from the OMol25 dataset describes a molecular structure, C31H28ClINOPRhS. The level of theory is ωB97M-V/def2-TZVPD.

Geometry as ORCA input:
```
! wB97M-V def2-TZVPD RIJCOSX def2/J DEFGRID3
* xyz 3 1
Rh 0.10 1.25 0.89
I -0.09 0.63 3.40
C 0.27 -1.43 3.57
C 0.94 -1.79 4.70
C 0.97 -3.15 5.08
C 0.26 -4.06 4.36
C -0.45 -3.69 3.19
C -1.27 -4.64 2.52
C -2.01 -4.29 1.43
C -1.86 -3.00 0.89
C -1.05 -2.05 1.48
P -0.62 -0.79 0.28
C 0.52 -1.47 -0.90
C 0.97 -2.79 -0.74
C 1.87 -3.31 -1.65
C 2.32 -2.54 -2.71
C 1.89 -1.23 -2.86
C 0.99 -0.69 -1.96
C -2.14 -0.14 -0.39
C -3.05 0.40 0.52
C -4.26 0.91 0.06
C -4.56 0.84 -1.29
C -3.66 0.29 -2.20
C -2.44 -0.19 -1.76
C -0.39 -2.35 2.71
H 1.41 -1.05 5.34
H 1.51 -3.44 5.97
H 0.20 -5.09 4.69
H -1.32 -5.64 2.92
H -2.67 -5.00 0.96
H -2.37 -2.78 -0.04
H 0.61 -3.40 0.08
H 2.21 -4.33 -1.53
H 3.03 -2.96 -3.42
H 2.25 -0.63 -3.69
H 0.67 0.34 -2.07
H -2.85 0.38 1.59
H -4.98 1.32 0.76
H -5.52 1.21 -1.64
H -3.92 0.22 -3.24
H -1.74 -0.63 -2.46
O 0.19 2.29 -0.88
S -1.04 3.26 -0.95
C -0.37 4.94 -0.97
C -0.05 5.24 -2.43
C -1.24 4.70 -3.21
C -1.50 3.28 -2.71
H 0.46 4.96 -0.27
H -1.17 5.57 -0.58
H 0.88 4.74 -2.72
H 0.09 6.31 -2.57
H -1.06 4.68 -4.29
H -2.12 5.32 -3.04
H -0.81 2.54 -3.15
H -2.52 2.93 -2.81
Cl 5.04 3.24 -0.44
C 4.18 1.92 0.22
C 4.83 0.78 0.67
C 4.07 -0.25 1.18
C 2.70 -0.13 1.25
N 2.08 0.98 0.81
C 2.80 1.99 0.30
H 5.91 0.71 0.61
H 4.53 -1.16 1.54
H 2.08 -0.92 1.65
H 2.27 2.86 -0.07
*
```

Frontier orbital gap, eV: 6.389
LUMO, eV: -10.3
E_HOMO, eV: -16.7
ΔE to the lowest compared entry with this formula, charge and spin, eV: 0.1192

These are the natural (NBO) partial charges, in e, on atoms 1 to 8:
1. Rh 0.62
2. I 0.52
3. C -0.20
4. C -0.20
5. C -0.19
6. C -0.11
7. C -0.08
8. C -0.08